1.
{"formula": "CF3O2STb", "method": "wB97M-V/def2-TZVPD", "species": ["Tb", "S", "F", "F", "F", "O", "O", "C"], "coordinates": [[2.59, -0.87, -0.08], [-0.22, -0.10, -2.06], [-1.67, 2.12, -2.48], [-0.56, 2.05, -0.61], [0.45, 2.48, -2.65], [2.87, 1.23, -0.45], [0.40, -0.58, -0.65], [-0.34, 1.71, -1.89]], "lowdin_charge": [1.78, 1.10, -0.03, 0.12, 0.13, -0.57, -0.83, -0.71], "energy_ev": -46541.98268, "max_force_ev_per_a": 5.85, "charge": 1, "homo_energy_ev": [-14.450, -12.813], "s_squared": 16.68, "multiplicity": 8, "gap_ha": [0.285, 0.191]}

---

2.
{"formula": "C31H25MgN6O2", "method": "wB97M-V/def2-TZVPD", "species": ["Mg", "O", "O", "N", "N", "N", "N", "N", "N", "C", "C", "C", "C", "C", "C", "C", "C", "C", "C", "C", "C", "C", "C", "C", "C", "C", "C", "C", "C", "C", "C", "C", "C", "C", "C", "C", "C", "C", "C", "C", "H", "H", "H", "H", "H", "H", "H", "H", "H", "H", "H", "H", "H", "H", "H", "H", "H", "H", "H", "H", "H", "H", "H", "H", "H"], "coordinates": [[-0.59, -0.56, 0.30], [-3.08, -3.75, 0.14], [-2.25, -1.67, 0.23], [1.54, 0.07, 0.23], [-0.29, -1.46, 2.33], [0.84, 1.98, -1.92], [2.38, -2.17, 0.53], [1.75, 2.48, 0.21], [0.35, -2.31, -0.72], [-0.85, 4.18, -1.70], [-2.76, 1.56, -0.34], [-1.28, 4.10, 3.74], [3.88, 1.98, 2.35], [0.03, 3.87, -0.69], [3.31, -0.27, 1.71], [-0.40, 3.00, 3.61], [1.36, -4.53, -2.04], [4.25, -0.81, 2.56], [-0.87, 3.38, -2.84], [4.82, 1.45, 3.22], [-2.56, -2.81, 0.73], [-3.49, 3.56, 0.80], [0.84, 2.74, -0.82], [1.59, -2.75, -0.44], [-3.63, 2.66, -0.22], [-2.28, 4.28, 2.83], [-1.61, -1.79, 2.91], [-1.71, 1.32, 0.53], [3.13, 1.10, 1.61], [-2.22, -3.00, 2.22], [2.12, -3.87, -1.10], [-2.47, 3.37, 1.75], [-0.39, -2.99, -1.61], [2.34, -0.89, 0.77], [-1.59, 2.26, 1.61], [-0.56, 2.12, 2.58], [5.00, 0.07, 3.33], [-0.01, 2.31, -2.89], [0.07, -4.08, -2.31], [2.05, 1.30, 0.60], [-4.16, 4.40, 0.90], [-1.51, 5.04, -1.61], [-4.43, 2.79, -0.95], [0.21, -0.83, 2.95], [-3.14, -3.28, 2.73], [-2.93, 0.87, -1.16], [-0.57, -4.59, -3.02], [-1.55, 3.59, -3.66], [3.11, -4.19, -0.83], [-2.96, 5.12, 2.92], [5.42, 2.11, 3.83], [-2.25, -0.92, 2.76], [0.28, -2.30, 2.26], [-1.15, 4.81, 4.55], [-1.52, -1.98, 3.99], [-1.55, -3.86, 2.29], [0.41, 2.87, 4.32], [0.08, 4.45, 0.23], [0.13, 1.30, 2.47], [3.73, 3.05, 2.24], [5.75, -0.31, 4.02], [1.77, -5.39, -2.56], [-1.41, -2.64, -1.73], [4.39, -1.88, 2.62], [0.01, 1.66, -3.76]], "nbo_charge": [1.74, -0.71, -0.91, -0.75, -0.92, -0.45, -0.59, -0.51, -0.59, -0.17, -0.27, -0.24, -0.18, -0.25, -0.02, -0.24, -0.16, -0.20, -0.29, -0.22, 0.80, -0.26, 0.36, 0.39, -0.22, -0.23, -0.22, -0.51, -0.09, -0.53, -0.26, 0.00, 0.07, 0.43, -0.12, -0.17, -0.22, 0.04, -0.29, 0.47, 0.19, 0.21, 0.19, 0.38, 0.23, 0.19, 0.22, 0.21, 0.22, 0.19, 0.20, 0.22, 0.38, 0.20, 0.17, 0.21, 0.20, 0.23, 0.19, 0.23, 0.20, 0.20, 0.24, 0.22, 0.18], "de_lowest_kj_mol": 12.9, "energy_ev": -51039.82610, "max_force_ev_per_a": 0.28, "charge": -1, "homo_energy_ev": -4.832, "gap_ha": 0.267}